ORCA calculation (ωB97M-V with the def2-TZVPD basis set) on a structure of composition C39H40N3P2Pt.

Structure (ORCA input):
```
! wB97M-V def2-TZVPD RIJCOSX def2/J DEFGRID3
* xyz 1 1
Pt 1.483 0.717 0.007
C -0.742 -2.381 1.304
N -1.003 -1.137 0.592
P -0.540 0.377 1.253
C -1.868 1.434 0.599
C -1.627 2.784 0.379
C -2.621 3.576 -0.169
C -3.852 3.024 -0.488
C -4.104 1.686 -0.231
C -3.117 0.893 0.319
C -1.027 0.352 3.015
C -0.312 1.173 3.881
C -0.711 1.302 5.200
C -1.833 0.623 5.647
C -2.556 -0.183 4.781
C -2.156 -0.324 3.465
P -0.843 -0.847 -1.132
C 0.614 -1.803 -1.737
C 0.679 -3.195 -1.773
C 1.752 -3.826 -2.378
C 2.760 -3.083 -2.976
C 2.692 -1.699 -2.967
C 1.625 -1.061 -2.352
C -2.116 -1.951 -1.829
C -3.177 -2.502 -1.124
C -4.122 -3.272 -1.780
C -4.033 -3.475 -3.146
C -2.985 -2.913 -3.858
C -2.035 -2.156 -3.204
H -0.087 -2.208 2.164
H -0.271 -3.121 0.656
H -1.671 -2.810 1.688
H -0.656 3.194 0.619
H -2.432 4.621 -0.363
H -4.618 3.638 -0.936
H -5.066 1.257 -0.468
H -3.316 -0.147 0.529
H 0.539 1.725 3.503
H -0.152 1.932 5.874
H -2.153 0.727 6.672
H -3.439 -0.698 5.132
H -2.730 -0.936 2.786
H -0.129 -3.793 -1.372
H 1.785 -4.905 -2.400
H 3.577 -3.582 -3.474
H 3.450 -1.110 -3.462
H 1.516 0.019 -2.447
H -3.267 -2.346 -0.060
H -4.935 -3.716 -1.224
H -4.779 -4.062 -3.660
H -2.906 -3.065 -4.923
H -1.208 -1.723 -3.751
C 1.350 2.311 -1.145
C 0.796 3.166 -1.817
C 0.089 4.156 -2.523
C -0.020 5.447 -1.991
C -0.778 6.397 -2.643
C -1.439 6.076 -3.822
C -1.326 4.801 -4.358
C -0.568 3.842 -3.718
H 0.497 5.686 -1.075
H -0.855 7.395 -2.236
H -2.038 6.822 -4.323
H -1.832 4.560 -5.281
H -0.481 2.847 -4.128
C 2.698 -0.284 2.621
C 3.606 -1.187 3.495
N 4.420 -2.020 2.636
C 3.580 -2.783 1.743
C 2.870 -1.808 0.770
N 3.081 -0.426 1.214
C 4.507 -0.108 1.095
C 5.320 -1.185 1.870
H 2.798 0.768 2.905
H 1.650 -0.577 2.731
H 3.009 -1.824 4.147
H 4.266 -0.587 4.121
H 2.868 -3.355 2.341
H 4.204 -3.487 1.192
H 1.799 -2.015 0.734
H 3.279 -1.914 -0.238
H 4.680 0.886 1.515
H 4.786 -0.086 0.040
H 6.021 -0.717 2.560
H 5.886 -1.822 1.188
*
```

Calculated values
Max |F| (eV/A): 2.4
Total energy (eV): -67378.4292
LUMO level (spin up / spin down) (eV): -4.74 / -4.69
Orbital gap (spin up / spin down) (Ha): 0.2108 / 0.2113